Version 1
# H4OS2

A 2-piece molecular cluster, H4OS2 overall (the ωB97M-V functional and the def2-TZVPD basis, the OMol25 dataset).

```
7
Properties=species:S:1:pos:R:3:lowdin_charge:R:1
S 1.899 -0.943 0.673 0.191
S 3.403 -1.389 1.968 0.212
H 2.104 -1.685 -0.451 -0.192
H 2.868 -2.505 2.478 -0.211
O -3.228 1.872 -1.374 -0.063
H -2.882 2.708 -1.717 0.036
H -4.164 1.942 -1.576 0.027
```

Its SMILES is SS.O. The total charge is 0. Its spin multiplicity is 1. The calculation puts the gap between HOMO and LUMO at 9.943 eV. As for the HOMO energy: -0.348 Ha.


Version 2
# H4OS2

A 2-piece molecular cluster, H4OS2 overall (the ωB97M-V functional and the def2-TZVPD basis, the OMol25 dataset).

```
7
Properties=species:S:1:pos:R:3:lowdin_charge:R:1
S 0.418 -0.892 -2.340 0.208
S -1.549 -0.428 -2.113 0.197
H 0.908 -0.200 -1.290 -0.208
H -1.929 -1.298 -1.153 -0.199
O 0.491 0.755 2.024 -0.091
H 0.585 1.723 2.174 0.047
H 1.077 0.341 2.697 0.047
```

Its SMILES is SS.O. The total charge is 0. Its spin multiplicity is 1. The calculation puts the gap between HOMO and LUMO at 9.868 eV. As for the HOMO energy: -0.342 Ha.


Most stable of them? version 2.


Version 1
# C2H9N5

An isolated ion of composition C2H9N5 and charge +2 (the ωB97M-V functional and the def2-TZVPD basis, the OMol25 dataset).

```
16
Properties=species:S:1:pos:R:3:lowdin_charge:R:1
N 2.613 -0.675 -0.332 0.223
C 1.807 0.237 0.026 -0.052
N 0.507 0.056 -0.388 0.141
C -0.657 0.796 0.066 -0.398
N -0.563 2.069 0.475 0.203
N -1.814 0.250 0.214 0.097
N -2.135 -1.222 0.101 0.189
H 3.610 -0.768 -0.037 0.192
H 2.401 -1.560 -0.852 0.189
H 2.071 1.094 0.677 0.196
H 0.312 -0.749 -0.968 0.149
H -1.437 2.409 0.859 0.143
H -0.103 2.801 -0.062 0.150
H -2.041 -1.821 0.979 0.210
H -3.143 -1.214 -0.308 0.234
H -1.428 -1.703 -0.451 0.135
```

Its SMILES is N/C=[NH+]/C(N)=N\[NH3+]. The total charge is +2. Its spin multiplicity is 1. The calculation puts the gap between HOMO and LUMO at 10.274 eV. As for the HOMO energy: -0.686 Ha.


Version 2
# C2H9N5

C2H9N5 as an isolated structure (the ωB97M-V functional and the def2-TZVPD basis, the OMol25 dataset).

```
16
Properties=species:S:1:pos:R:3:lowdin_charge:R:1
C 3.158 0.070 0.012 -0.108
C -0.498 0.560 0.154 -0.300
N 2.001 0.169 -0.299 0.286
N -0.410 1.808 0.244 0.211
N -0.978 -0.531 0.081 0.213
N 4.361 -0.280 0.090 0.307
N -3.859 -1.258 -0.284 0.012
H 1.840 0.492 0.728 0.175
H 0.163 2.242 0.968 0.159
H -0.575 2.324 -0.618 0.172
H -2.222 -0.712 -0.169 0.192
H 4.721 -1.151 -0.353 0.218
H 5.056 0.287 0.489 0.157
H -4.306 -1.019 -1.225 0.092
H -4.115 -2.358 -0.203 0.153
H -4.336 -0.642 0.385 0.059
```

The total charge is +2. Its spin multiplicity is 1. The calculation puts the gap between HOMO and LUMO at 8.936 eV. As for the HOMO energy: -0.668 Ha.


Most stable of them? version 1.


Version 1
# C4H6N

C4H6N as an isolated structure (the ωB97M-V functional and the def2-TZVPD basis, the OMol25 dataset).

```
11
Properties=species:S:1:pos:R:3:lowdin_charge:R:1
C 0.508 -1.150 -0.685 0.085
C -0.730 -0.705 -0.214 0.037
C 1.173 -0.081 0.021 -0.103
C -1.445 0.533 -0.221 0.029
N -0.136 0.548 0.516 0.001
H 0.828 -2.052 -0.953 0.087
H 2.069 -0.291 1.227 0.290
H 1.648 0.629 -0.628 0.116
H -1.597 1.259 -1.050 0.161
H -2.233 0.627 0.459 0.120
H -0.084 0.684 1.528 0.177
```

The total charge is +1. Its spin multiplicity is 1. The calculation puts the gap between HOMO and LUMO at 9.608 eV. As for the HOMO energy: -0.555 Ha.


Version 2
# C4H6N

An isolated ion of composition C4H6N and charge +1 (the ωB97M-V functional and the def2-TZVPD basis, the OMol25 dataset).

```
11
Properties=species:S:1:pos:R:3:lowdin_charge:R:1
C 0.733 -1.185 0.016 -0.048
C 1.234 0.051 -0.031 0.018
N 0.019 1.062 0.080 0.096
C -1.222 0.078 0.000 -0.004
C -0.747 -1.178 -0.042 -0.050
H 1.456 -2.124 0.011 0.180
H 2.198 0.562 -0.132 0.133
H -0.152 1.799 0.770 0.183
H -0.160 1.474 -0.847 0.173
H -2.226 0.517 -0.117 0.137
H -1.502 -2.103 -0.069 0.182
```

Its SMILES is C1=C[NH2+]C=C1. The total charge is +1. Its spin multiplicity is 1. The calculation puts the gap between HOMO and LUMO at 10.438 eV. As for the HOMO energy: -0.545 Ha.


Version 3
# C4H6N

An isolated ion of composition C4H6N and charge +1 (the ωB97M-V functional and the def2-TZVPD basis, the OMol25 dataset).

```
11
Properties=species:S:1:pos:R:3:lowdin_charge:R:1
C -0.045 -0.185 -0.652 -0.146
C 1.584 0.053 -0.147 0.188
C -1.563 -0.037 -0.490 -0.103
C -0.792 -0.161 -1.747 0.068
N 1.586 0.061 1.326 0.053
H -2.356 -0.753 -0.185 0.112
H -1.958 0.992 -0.343 0.107
H -1.066 -0.337 -2.749 0.118
H 1.042 0.945 1.375 0.161
H 2.503 0.267 1.895 0.213
H 1.065 -0.845 1.717 0.229
```

The total charge is +1. Its spin multiplicity is 1. The calculation puts the gap between HOMO and LUMO at 7.973 eV. As for the HOMO energy: -0.530 Ha.


Most stable of them? version 2.